Record 1
103
Properties=species:S:1:pos:R:3:mulliken_charge:R:1 method="wB97M-V/def2-TZVPD" gap_ev="6.23 / 6.48" relative_energy_ev=1.131 charge=-1 fmax_ev_per_a=1.14 spin_multiplicity=4 lumo_energy_ev="1.9 / 1.9"
H -4.090 -0.758 -7.026 0.44
C 3.161 -5.165 -3.034 -0.41
C -0.730 1.551 -2.423 1.07
C 2.877 -0.969 -1.774 0.07
C 2.851 5.535 2.741 -0.95
S 1.497 -4.777 -2.919 -0.16
H 4.847 -5.221 -1.687 0.42
B -1.478 1.336 -0.316 -0.58
C -2.405 0.304 -6.203 1.99
H 1.196 2.641 0.470 0.95
C 0.013 3.156 3.424 0.92
C -1.463 -1.749 2.889 0.01
H -4.478 0.394 6.202 0.39
C 5.228 -1.055 -1.392 0.57
C -3.209 -3.884 2.268 0.52
H -1.836 -0.905 -7.925 0.43
H 3.753 4.490 5.855 0.42
H 0.918 2.357 -3.553 0.52
H -3.155 1.297 -7.996 0.44
O -2.746 -0.299 1.569 -0.65
H -7.475 0.436 3.147 0.38
H -1.782 2.134 -7.235 0.32
H 1.010 -1.048 2.496 0.36
H 1.068 4.886 1.725 0.51
H 2.495 -2.325 0.229 -0.24
C 1.981 3.882 4.830 0.31
O -0.475 3.075 2.207 -1.24
O -0.420 1.848 -1.115 0.03
C -6.083 0.331 4.791 -0.68
Cl 0.289 -3.908 -0.364 -0.03
Re -1.574 1.317 1.841 3.57
C -3.712 -0.473 -6.038 -2.07
C -1.817 0.716 -4.840 0.85
H 1.860 -1.214 -1.468 0.45
H -3.565 -1.388 -5.454 0.40
H -3.451 -0.073 -3.616 0.57
C -2.502 0.458 -3.643 -0.99
C 3.066 -0.250 -2.943 -1.08
H 6.447 -0.078 -2.865 0.47
C 3.399 -4.369 0.620 -0.88
H 3.508 -1.706 2.465 0.41
O -2.424 0.748 -1.185 -0.21
C -5.563 1.207 2.598 -0.48
H 2.567 -4.220 1.314 0.34
C 1.672 4.822 2.622 -0.32
H 3.580 -5.454 -3.992 0.41
O -0.743 -0.718 3.175 -0.89
C -2.559 1.555 4.803 -0.51
H -0.467 -0.072 -7.160 0.31
C -1.936 0.886 -2.462 0.18
H -4.482 0.134 -5.548 0.35
O -3.423 2.050 2.070 -1.19
C 5.438 -0.335 -2.562 -0.74
C -0.593 1.395 -4.782 -0.46
Cl -1.686 -5.732 3.546 -0.24
H 3.717 1.515 0.454 0.55
H 3.996 -5.206 0.968 0.47
C -3.461 -2.574 1.801 0.10
C 3.177 4.593 4.940 -0.63
H 2.217 0.067 -3.543 0.57
C -3.856 1.147 4.293 0.48
Cl 4.630 0.987 -4.775 -0.25
Cl 6.662 -1.451 -0.484 -0.24
C 1.646 -4.447 -1.242 0.80
H 4.542 5.945 4.009 0.37
H 3.192 6.173 1.932 0.40
H -2.436 1.710 5.873 0.51
C -4.238 1.458 2.969 0.97
N 0.673 0.835 1.540 0.43
C 1.389 -0.205 1.923 -0.50
H 0.742 2.714 5.647 0.53
H 4.650 -0.678 1.598 0.31
Cl -4.875 -2.215 0.859 -0.22
H -3.388 2.222 -6.493 0.37
C 4.354 0.065 -3.322 0.20
C 2.779 1.165 0.865 -1.07
N -1.614 1.848 4.010 0.24
N -0.499 2.543 4.453 -1.30
C 3.660 -1.119 1.564 -1.81
C 3.606 5.406 3.908 -0.31
C -2.696 1.566 -7.033 -1.62
C -2.580 -1.544 2.053 -0.71
Cl 0.264 -3.301 4.238 -0.23
H -1.184 -1.487 -6.374 0.38
C 3.548 -2.062 0.340 1.22
H -6.788 -0.116 5.483 0.39
N 2.665 -0.059 1.519 0.42
Cl -4.330 -5.167 1.924 -0.25
C 3.933 -1.388 -0.968 0.02
O 4.279 -3.237 0.606 -0.51
C -6.462 0.645 3.479 -0.47
O 1.619 3.120 5.870 -0.69
C -1.410 -0.590 -6.961 -1.62
H -0.055 1.611 -5.702 0.39
C -2.060 -4.126 3.005 0.22
C -0.028 1.824 -3.576 -1.97
C -1.196 -3.061 3.308 0.26
C 3.786 -5.039 -1.838 -0.75
C 1.540 1.704 0.877 -1.03
C 1.223 3.984 3.647 0.46
C -4.794 0.604 5.182 -0.72
C 2.911 -4.627 -0.779 0.02
H -5.843 1.450 1.576 0.42

=====

Record 2
92
Properties=species:S:1:pos:R:3:mulliken_charge:R:1 method="wB97M-V/def2-TZVPD" gap_ev="6.66 / 7.02" relative_energy_ev=6.288 charge=+1 fmax_ev_per_a=0.60 spin_multiplicity=4 lumo_energy_ev="-2.5 / -3.7"
C -1.894 -3.396 1.674 0.52
N -4.105 -1.577 -3.463 -0.74
H -6.031 0.839 -6.904 0.40
S 2.449 4.353 -0.965 -0.38
C 3.425 1.828 3.801 -1.22
H 0.082 -4.342 4.371 0.44
Co 1.064 0.060 -0.212 0.15
C -0.550 -2.936 -0.463 -0.88
H -2.048 -1.253 1.145 0.69
C 3.061 -0.786 2.386 -1.13
C -2.857 -1.502 -3.063 -0.29
C 1.025 4.253 -1.947 0.90
H 1.062 -2.088 3.967 0.67
C 0.482 5.219 -2.788 -0.78
C -0.389 -1.556 2.442 0.42
C -1.499 -1.963 1.756 -1.84
C 2.488 0.688 0.910 2.04
H -2.226 4.284 2.705 0.45
H -2.265 3.488 -3.759 0.53
H -6.290 -0.856 -5.098 0.46
C 2.158 2.746 -0.401 -0.11
C 3.016 2.020 0.533 1.00
H -1.980 1.639 6.065 0.43
C -0.784 1.220 2.924 -0.03
C -1.073 0.936 4.258 -0.36
C 4.465 -0.350 2.903 -0.86
H 3.551 2.642 4.507 0.43
C -2.318 -2.309 -1.992 0.78
C 5.081 1.473 1.777 -0.47
H -1.095 -0.188 -1.739 -0.25
H -3.954 -3.713 -2.146 0.63
C 4.638 1.148 3.275 -0.33
C -1.761 1.860 5.028 -0.76
H -3.859 1.903 -7.330 0.39
H -0.988 2.636 1.325 0.33
N 2.549 -0.838 -1.148 0.45
P 0.209 0.083 1.912 1.31
C -1.318 -4.203 2.797 -1.23
O -0.399 -0.850 -1.621 -0.73
H -0.841 -4.878 0.409 0.98
C 2.009 0.383 2.384 0.92
C -2.169 3.068 4.471 -0.54
C -2.827 0.880 -5.770 -0.70
H 1.737 -1.191 -2.781 0.44
C 2.212 1.460 3.409 -0.97
H 5.477 1.292 3.953 0.64
N 1.101 2.156 -0.896 0.11
C 3.542 -0.430 0.918 0.82
C -1.083 -2.061 -1.354 0.84
H 4.655 3.343 0.631 0.49
H 1.532 -4.605 -0.373 0.29
C -1.208 2.424 2.367 -0.04
C -3.051 -3.487 -1.597 -0.67
C -2.999 -0.052 -4.753 0.50
H 5.789 -0.531 0.987 0.41
H 4.237 -1.907 -0.666 0.43
O 2.540 -1.505 -2.348 -0.63
H 1.349 1.987 3.793 0.18
O 0.722 -2.711 -0.050 0.27
H 2.497 -3.460 0.576 0.21
C -5.343 -0.365 -5.282 -0.76
H 1.103 -4.245 1.326 0.45
C 3.490 -1.177 -0.360 -1.38
N -2.140 -0.564 -3.796 0.21
C 0.220 -2.421 3.372 -0.40
H -1.139 -0.518 -3.872 0.21
H -1.869 1.341 -5.977 0.46
C -4.225 -0.681 -4.505 0.36
H -2.982 -3.491 1.653 0.91
H 6.118 1.802 1.743 0.67
C 0.424 3.001 -1.772 -0.54
H -0.763 -0.007 4.694 0.42
C 4.236 2.388 0.940 -1.31
C -1.407 -3.969 0.215 1.06
C -1.326 3.687 -3.259 -0.86
C 1.493 -3.835 0.398 -0.96
C -5.185 0.572 -6.283 -0.49
C -0.694 4.921 -3.447 -0.56
C -3.943 1.182 -6.527 -0.66
H 0.962 6.182 -2.913 0.44
C 4.933 -0.046 1.457 -0.64
Br -3.563 -5.817 -0.099 -0.09
C -0.777 2.731 -2.431 -0.28
H 2.738 -1.786 2.668 1.06
H -1.710 -5.203 2.947 0.40
H -1.294 1.797 -2.253 0.15
H -1.142 5.657 -4.103 0.43
C -1.899 3.348 3.141 -0.75
C -0.323 -3.723 3.578 -0.93
H 4.968 -1.064 3.550 0.42
C -2.608 -4.277 -0.614 -1.46
H -2.699 3.791 5.079 0.40